1.
One molecule with the formula C3H6N2OS. Source: the OMol25 dataset; level of theory: ωB97M-V/def2-TZVPD.

Calculated values
total charge	0
SMILES string	[H]/N=C(/N)C(=O)CS
multiplicity	1
HOMO level	-9.5	eV
LUMO level	0.03	eV
energy above the lowest of the compared OMol25 structures with the same formula, charge and spin	39.2	kcal/mol
Kohn-Sham gap	0.3506	Eh
calculated total energy	-700.82673	Eh

Last columns: bonded neighbours and bond lengths (Å).
Geometry (Å):
1 H 0.964 1.986 0.100  N2 1.016
2 N 1.843 1.494 -0.036  H1 1.016, C3 1.258
3 C 1.638 0.254 -0.080  N2 1.258, N4 1.354, C5 1.486
4 N 2.515 -0.761 0.101  C3 1.354, H9 0.971, H10 0.953
5 C 0.230 -0.221 -0.080  C3 1.486, O6 1.231, C7 1.498
6 O 0.066 -1.440 -0.029  C5 1.231
7 C -0.872 0.778 0.096  C5 1.498, S8 1.827, H11 1.078, H12 1.091
8 S -2.524 0.008 -0.035  C7 1.827, H13 1.358
9 H 3.431 -0.477 -0.053  N4 0.971
10 H 2.307 -1.671 -0.090  N4 0.953
11 H -0.676 1.482 -0.697  C7 1.078
12 H -0.604 1.256 1.039  C7 1.091
13 H -2.051 -1.181 0.420  S8 1.358

These are the Löwdin partial charges, in e, on atoms 1 to 4: 0.029, 0.149, -0.454, 0.177

2.
One molecule with the formula C3H6N2OS. Source: the OMol25 dataset; level of theory: ωB97M-V/def2-TZVPD.

Calculated values
total charge	0
SMILES string	CON1C=CSN1
multiplicity	1
HOMO level	-7.9	eV
LUMO level	0.75	eV
energy above the lowest of the compared OMol25 structures with the same formula, charge and spin	142.0	kcal/mol
Kohn-Sham gap	0.3173	Eh
calculated total energy	-700.66290	Eh

Last columns: bonded neighbours and bond lengths (Å).
Geometry (Å):
1 C -1.672 -1.060 -0.649  O2 1.408, H8 1.151, H9 1.085, H10 1.207
2 O -1.107 0.020 0.057  C1 1.408, N3 1.436
3 N 0.149 -0.341 0.652  O2 1.436, C4 1.650, N7 1.332
4 C 1.345 -0.048 -0.448  N3 1.650, C5 1.317, H11 1.070
5 C 1.760 1.171 -0.171  C4 1.317, S6 1.649, H12 1.128
6 S 1.201 2.005 1.137  C5 1.649, N7 1.807
7 N 0.405 0.474 1.675  N3 1.332, S6 1.807, H13 1.045
8 H -2.607 -1.498 -0.141  C1 1.151
9 H -0.954 -1.873 -0.631  C1 1.085
10 H -2.028 -0.701 -1.746  C1 1.207
11 H 1.619 -0.749 -1.208  C4 1.070
12 H 2.266 1.909 -0.859  C5 1.128
13 H -0.377 0.691 2.332  N7 1.045

These are the Löwdin partial charges, in e, on atoms 1 to 4: -0.134, -0.212, -0.218, -0.042

3.
One molecule with the formula C3H6N2OS2. Source: the OMol25 dataset; level of theory: ωB97M-V/def2-TZVPD.

Calculated values
total charge	0
SMILES string	CO/C=N/NC(=S)S
multiplicity	1
HOMO level	-8.2	eV
LUMO level	0.53	eV
energy above the lowest of the compared OMol25 structures with the same formula, charge and spin	85.6	kcal/mol
Kohn-Sham gap	0.3196	Eh
calculated total energy	-1098.93745	Eh

Last columns: bonded neighbours and bond lengths (Å).
Geometry (Å):
1 C 2.977 -0.359 0.042  O2 1.395, H9 1.115, H10 1.070, H11 1.030
2 O 1.623 -0.685 0.126  C1 1.395, C3 1.296
3 C 0.682 0.195 -0.020  O2 1.296, N4 1.253, H12 1.217
4 N -0.514 -0.179 -0.051  C3 1.253, N5 1.319
5 N -1.479 0.716 0.032  N4 1.319, C6 1.363, H13 1.050
6 C -2.721 0.162 -0.061  N5 1.363, S7 1.614, S8 1.712
7 S -4.057 1.061 0.043  C6 1.614
8 S -2.750 -1.544 0.073  C6 1.712, H14 1.342
9 H 3.342 0.669 0.269  C1 1.115
10 H 3.391 -0.372 -0.945  C1 1.070
11 H 3.635 -0.996 0.513  C1 1.030
12 H 1.067 1.342 0.109  C3 1.217
13 H -1.205 1.698 0.282  N5 1.050
14 H -3.991 -1.708 -0.410  S8 1.342

These are the Löwdin partial charges, in e, on atoms 1 to 4: -0.091, -0.047, -0.255, -0.027

4.
One molecule with the formula C3H6N2OS2. Source: the OMol25 dataset; level of theory: ωB97M-V/def2-TZVPD.

Calculated values
total charge	0
SMILES string	N/C=N\SC(=O)CS
multiplicity	1
HOMO level	-9.0	eV
LUMO level	0.50	eV
energy above the lowest of the compared OMol25 structures with the same formula, charge and spin	71.8	kcal/mol
Kohn-Sham gap	0.3490	Eh
calculated total energy	-1098.95951	Eh

Last columns: bonded neighbours and bond lengths (Å).
Geometry (Å):
1 N 2.618 2.175 1.334  C2 1.382, H9 1.155, H10 1.094
2 C 1.656 2.349 0.357  N1 1.382, N3 1.258, H11 1.104
3 N 0.726 1.535 0.123  C2 1.258, S4 1.662
4 S 0.800 0.149 1.036  N3 1.662, C5 1.843
5 C -0.453 -0.922 0.211  S4 1.843, O6 1.200, C7 1.532
6 O -0.707 -1.927 0.817  C5 1.200
7 C -1.187 -0.330 -0.996  C5 1.532, S8 1.769, H12 1.135, H13 1.068
8 S -2.168 -1.509 -1.880  C7 1.769, H14 1.673
9 H 3.724 2.387 1.079  N1 1.155
10 H 2.545 1.116 1.598  N1 1.094
11 H 1.660 3.196 -0.352  C2 1.104
12 H -1.729 0.522 -0.477  C7 1.135
13 H -0.483 0.184 -1.613  C7 1.068
14 H -1.689 -2.776 -0.897  S8 1.673

These are the Löwdin partial charges, in e, on atoms 1 to 4: -0.002, -0.439, -0.316, 0.985

5.
One molecule with the formula C3H6N2OS2. Source: the OMol25 dataset; level of theory: ωB97M-V/def2-TZVPD.

Calculated values
total charge	0
SMILES string	O=C(CS)N/C=N\S
multiplicity	1
HOMO level	-9.1	eV
LUMO level	0.07	eV
energy above the lowest of the compared OMol25 structures with the same formula, charge and spin	91.1	kcal/mol
Kohn-Sham gap	0.3353	Eh
calculated total energy	-1098.92873	Eh

Last columns: bonded neighbours and bond lengths (Å).
Geometry (Å):
1 O 2.243 -1.966 -0.243  C2 1.274
2 C 1.307 -1.102 -0.243  O1 1.274, C3 1.578, N5 1.496
3 C 1.451 0.372 -0.787  C2 1.578, S4 1.961, H9 1.152, H10 1.195
4 S 1.233 2.031 0.236  C3 1.961, H11 1.491
5 N 0.012 -1.442 0.426  C2 1.496, C6 1.383, H12 0.998
6 C -0.690 -0.548 1.214  N5 1.383, N7 1.323, H13 1.197
7 N -1.765 0.095 0.789  C6 1.323, S8 1.617
8 S -2.331 -0.053 -0.718  N7 1.617, H14 1.444
9 H 2.468 0.387 -1.329  C3 1.152
10 H 0.714 0.429 -1.726  C3 1.195
11 H -0.230 1.745 0.204  S4 1.491
12 H -0.034 -2.177 1.100  N5 0.998
13 H -0.183 -0.202 2.241  C6 1.197
14 H -3.256 1.018 -0.436  S8 1.444

These are the Löwdin partial charges, in e, on atoms 1 to 4: 0.021, -0.370, -0.434, 0.599

6.
One molecule with the formula C3H6N2S. Source: the OMol25 dataset; level of theory: ωB97M-V/def2-TZVPD.

Calculated values
total charge	0
SMILES string	NC(=S)N1CC1
multiplicity	1
HOMO level	-8.5	eV
LUMO level	0.72	eV
energy above the lowest of the compared OMol25 structures with the same formula, charge and spin	80.9	kcal/mol
Kohn-Sham gap	0.3388	Eh
calculated total energy	-625.49299	Eh

Last columns: bonded neighbours and bond lengths (Å).
Geometry (Å):
1 N 1.936 -0.121 0.929  C2 1.422, H7 1.068, H8 1.176
2 C 0.764 0.499 0.416  N1 1.422, S3 1.599, N4 1.411
3 S 0.334 1.838 1.176  C2 1.599
4 N 0.230 0.050 -0.810  C2 1.411, C5 1.544, C6 1.578
5 C -1.264 0.437 -0.791  N4 1.544, C6 1.550, H9 1.139, H10 1.092
6 C -0.876 -1.044 -0.547  N4 1.578, C5 1.550, H11 1.176, H12 1.094
7 H 2.316 -1.086 0.674  N1 1.068
8 H 1.925 0.351 2.006  N1 1.176
9 H -1.767 1.249 -0.171  C5 1.139
10 H -1.357 0.784 -1.821  C5 1.092
11 H -1.080 -1.647 -1.536  C6 1.176
12 H -1.160 -1.308 0.476  C6 1.094

These are the Löwdin partial charges, in e, on atoms 1 to 4: -0.016, -0.992, 0.695, -0.064

7.
One molecule with the formula C3H6N2S. Source: the OMol25 dataset; level of theory: ωB97M-V/def2-TZVPD.

Calculated values
total charge	0
SMILES string	C=N/N=C/CS
multiplicity	1
HOMO level	-9.2	eV
LUMO level	0.10	eV
energy above the lowest of the compared OMol25 structures with the same formula, charge and spin	115.0	kcal/mol
Kohn-Sham gap	0.3409	Eh
calculated total energy	-625.43873	Eh

Last columns: bonded neighbours and bond lengths (Å).
Geometry (Å):
1 C -2.380 -1.863 0.017  N2 1.439, H7 1.022, H8 1.143
2 N -0.941 -1.837 0.045  C1 1.439, N3 1.491
3 N -0.581 -0.418 0.327  N2 1.491, C4 1.194
4 C 0.445 -0.023 -0.140  N3 1.194, C5 1.483, H9 1.115
5 C 1.211 1.112 0.427  C4 1.483, S6 1.836, H10 1.100, H11 1.226
6 S 1.259 2.399 -0.882  C5 1.836, H12 1.463
7 H -2.983 -2.643 -0.250  C1 1.022
8 H -3.177 -1.136 0.395  C1 1.143
9 H 1.157 -0.516 -0.843  C4 1.115
10 H 0.933 1.708 1.309  C5 1.100
11 H 2.351 0.672 0.323  C5 1.226
12 H 2.706 2.546 -0.729  S6 1.463

These are the Löwdin partial charges, in e, on atoms 1 to 4: 0.020, 0.013, -0.022, -0.391

8.
One molecule with the formula C3H6N2S. Source: the OMol25 dataset; level of theory: ωB97M-V/def2-TZVPD.

Calculated values
total charge	0
SMILES string	NC(N)=CC=S
multiplicity	1
HOMO level	-7.7	eV
LUMO level	0.48	eV
energy above the lowest of the compared OMol25 structures with the same formula, charge and spin	16.5	kcal/mol
Kohn-Sham gap	0.2993	Eh
calculated total energy	-625.59564	Eh

Last columns: bonded neighbours and bond lengths (Å).
Geometry (Å):
1 N -0.935 0.877 -0.635  C2 1.322, H7 1.020, H8 1.069
2 C -0.175 0.419 0.345  N1 1.322, N3 1.356, C4 1.462
3 N -0.189 1.132 1.500  C2 1.356, H9 1.029, H10 1.015
4 C 0.557 -0.844 0.277  C2 1.462, C5 1.357, H11 1.093
5 C 0.822 -1.453 -0.906  C4 1.357, S6 1.694, H12 1.113
6 S 0.468 -1.038 -2.510  C5 1.694
7 H -1.432 1.767 -0.680  N1 1.020
8 H -0.691 0.350 -1.533  N1 1.069
9 H -0.917 1.858 1.502  N3 1.029
10 H 0.059 0.608 2.334  N3 1.015
11 H 0.999 -1.294 1.169  C4 1.093
12 H 1.433 -2.382 -0.864  C5 1.113

These are the Löwdin partial charges, in e, on atoms 1 to 4: 0.133, -0.423, 0.130, -0.165

9.
One molecule with the formula C3H6N2S. Source: the OMol25 dataset; level of theory: ωB97M-V/def2-TZVPD.

Calculated values
total charge	0
SMILES string	[H]/N=C\N(S)C=C
multiplicity	1
HOMO level	-8.9	eV
LUMO level	0.61	eV
energy above the lowest of the compared OMol25 structures with the same formula, charge and spin	45.2	kcal/mol
Kohn-Sham gap	0.3514	Eh
calculated total energy	-625.54989	Eh

Last columns: bonded neighbours and bond lengths (Å).
Geometry (Å):
1 H -1.664 1.225 -0.469  N2 1.015
2 N -0.986 1.932 -0.203  H1 1.015, C3 1.282
3 C 0.197 1.469 -0.025  N2 1.282, N4 1.410, H8 1.079
4 N 0.687 0.158 -0.188  C3 1.410, S5 1.716, C6 1.396
5 S 2.400 0.085 -0.121  N4 1.716, H9 1.345
6 C -0.034 -1.019 -0.399  N4 1.396, C7 1.346, H10 1.067
7 C -1.235 -1.269 0.153  C6 1.346, H11 1.082, H12 1.090
8 H 0.971 2.140 0.313  C3 1.079
9 H 2.584 -0.259 1.166  S5 1.345
10 H 0.514 -1.726 -0.981  C6 1.067
11 H -1.724 -0.493 0.728  C7 1.082
12 H -1.710 -2.242 0.026  C7 1.090

These are the Löwdin partial charges, in e, on atoms 1 to 4: 0.020, 0.092, -0.342, -0.500

10.
One molecule with the formula C3H6N2S. Source: the OMol25 dataset; level of theory: ωB97M-V/def2-TZVPD.

Calculated values
total charge	0
SMILES string	S=C1CCNN1
multiplicity	1
HOMO level	-8.3	eV
LUMO level	0.75	eV
energy above the lowest of the compared OMol25 structures with the same formula, charge and spin	50.3	kcal/mol
Kohn-Sham gap	0.3342	Eh
calculated total energy	-625.54183	Eh

Last columns: bonded neighbours and bond lengths (Å).
Geometry (Å):
1 S 2.911 0.137 -0.168  C2 1.642
2 C 1.301 0.279 0.115  S1 1.642, C3 1.580, N6 1.375
3 C 0.308 -0.931 0.332  C2 1.580, C4 1.542, H7 1.118, H8 1.173
4 C -0.951 -0.515 -0.454  C3 1.542, N5 1.459, H9 1.141, H10 1.041
5 N -0.995 0.895 -0.083  C4 1.459, N6 1.425, H11 1.014
6 N 0.366 1.286 0.074  C2 1.375, N5 1.425, H12 1.069
7 H 0.842 -1.825 -0.074  C3 1.118
8 H 0.058 -1.180 1.450  C3 1.173
9 H -1.907 -1.116 -0.289  C4 1.141
10 H -0.994 -0.502 -1.494  C4 1.041
11 H -1.541 1.166 0.727  N5 1.014
12 H 0.602 2.307 -0.136  N6 1.069

These are the Löwdin partial charges, in e, on atoms 1 to 4: 0.597, -0.852, -0.179, -0.203

What did the sixth record say?
One molecule with the formula C3H6N2S. Source: the OMol25 dataset; level of theory: ωB97M-V/def2-TZVPD.

Calculated values
total charge	0
SMILES string	NC(=S)N1CC1
multiplicity	1
HOMO level	-8.5	eV
LUMO level	0.72	eV
energy above the lowest of the compared OMol25 structures with the same formula, charge and spin	80.9	kcal/mol
Kohn-Sham gap	0.3388	Eh
calculated total energy	-625.49299	Eh

Last columns: bonded neighbours and bond lengths (Å).
Geometry (Å):
1 N 1.936 -0.121 0.929  C2 1.422, H7 1.068, H8 1.176
2 C 0.764 0.499 0.416  N1 1.422, S3 1.599, N4 1.411
3 S 0.334 1.838 1.176  C2 1.599
4 N 0.230 0.050 -0.810  C2 1.411, C5 1.544, C6 1.578
5 C -1.264 0.437 -0.791  N4 1.544, C6 1.550, H9 1.139, H10 1.092
6 C -0.876 -1.044 -0.547  N4 1.578, C5 1.550, H11 1.176, H12 1.094
7 H 2.316 -1.086 0.674  N1 1.068
8 H 1.925 0.351 2.006  N1 1.176
9 H -1.767 1.249 -0.171  C5 1.139
10 H -1.357 0.784 -1.821  C5 1.092
11 H -1.080 -1.647 -1.536  C6 1.176
12 H -1.160 -1.308 0.476  C6 1.094

These are the Löwdin partial charges, in e, on atoms 1 to 4: -0.016, -0.992, 0.695, -0.064